# 1
{
  "formula": "C15H34ClO8P3S",
  "method": "ωB97M-V/def2-TZVPD",
  "species": ["C", "C", "O", "P", "O", "O", "C", "C", "O", "C", "C", "H", "H", "H", "H", "H", "H", "H", "H", "H", "H", "H", "H", "H", "H", "H", "C", "C", "O", "P", "O", "O", "C", "C", "O", "C", "C", "H", "H", "H", "H", "H", "H", "H", "H", "H", "H", "H", "H", "H", "H", "H", "C", "C", "C", "P", "S", "Cl", "H", "H", "H", "H"],
  "coordinates": [[-0.66540, -1.87561, 4.87684], [-1.15567, -1.66984, 3.45467], [-2.26852, -0.78634, 3.40272], [-2.06184, 0.84346, 3.13089], [-1.05722, 0.72272, 2.00016], [-3.39639, 1.09808, 2.19791], [-3.26917, 1.60137, 0.87076], [-3.21420, 0.46238, -0.12983], [-3.09543, 1.15052, 4.43300], [-2.79080, 0.75557, 5.75739], [-1.59289, 1.49293, 6.31881], [-0.31220, -0.93790, 5.30999], [0.15644, -2.59269, 4.90442], [-1.46882, -2.25487, 5.51540], [-0.32792, -1.32974, 2.82878], [-1.48842, -2.62947, 3.05271], [-2.40030, 2.25685, 0.78360], [-4.14864, 2.21781, 0.66776], [-2.47658, -0.29249, 0.14812], [-2.97228, 0.83535, -1.12806], [-4.17731, -0.05028, -0.17651], [-2.67089, -0.32533, 5.81683], [-3.66759, 0.99347, 6.36529], [-0.72126, 1.40011, 5.66637], [-1.33892, 1.10586, 7.30840], [-1.81162, 2.55997, 6.41246], [3.66970, -1.47831, -4.04921], [2.93700, -0.89144, -2.85599], [3.68903, 0.14025, -2.22996], [3.46163, 1.73859, -2.63556], [1.94408, 1.72117, -2.64662], [3.65379, 2.40641, -1.14085], [2.60793, 3.16951, -0.54572], [1.74432, 2.29182, 0.34105], [5.13958, 1.90417, -2.76062], [5.90854, 1.18117, -3.70332], [5.59563, 1.57917, -5.13076], [3.82798, -0.72426, -4.82254], [3.10168, -2.30003, -4.48795], [4.65062, -1.86273, -3.75412], [1.94694, -0.55124, -3.16685], [2.78727, -1.67661, -2.11156], [2.01572, 3.68031, -1.30754], [3.07469, 3.94849, 0.06290], [1.41700, 1.38551, -0.16988], [0.86141, 2.83628, 0.68275], [2.31031, 1.96511, 1.21684], [5.80062, 0.10913, -3.54424], [6.95685, 1.41072, -3.49531], [4.52722, 1.49998, -5.34553], [6.14665, 0.94633, -5.83042], [5.88253, 2.61909, -5.30817], [-2.06016, -2.71626, -1.92893], [-3.00417, -3.46658, -2.15802], [-4.29419, -4.26681, -2.61112], [-5.70842, -3.02030, -2.76786], [-5.96041, -2.25716, -0.78280], [-4.96181, -1.40888, -3.89627], [-1.52043, -1.78163, -1.60850], [-4.06725, -4.83920, -3.55518], [-4.54090, -5.01429, -1.78788], [-5.14716, -3.02932, 0.04691]],
  "atomic_forces_ev_per_a": [[-0.2, 0.0, 0.1], [0.3, -0.4, 0.0], [0.9, 0.4, 0.9], [-5.7, -5.5, -4.0], [1.8, 2.6, 2.8], [0.4, 1.1, 0.8], [0.1, 0.0, -0.4], [-0.1, -0.2, -0.1], [2.4, 1.7, -0.4], [0.2, -0.1, 0.6], [-0.1, 0.2, 0.1], [0.1, 0.0, 0.0], [0.0, 0.0, -0.1], [0.1, 0.0, -0.1], [-0.2, 0.2, -0.1], [-0.1, 0.1, -0.1], [0.0, -0.2, 0.0], [0.0, -0.1, 0.2], [0.1, 0.2, 0.1], [0.0, 0.0, 0.0], [0.0, 0.1, 0.0], [0.1, 0.0, -0.2], [-0.1, 0.1, -0.3], [0.1, -0.1, 0.0], [0.1, 0.0, -0.1], [0.0, -0.1, 0.0], [0.2, 0.0, 0.0], [-0.2, -0.5, -0.1], [0.1, 0.1, -1.3], [0.4, -3.5, 8.1], [1.1, 1.6, -3.7], [0.5, 0.8, -1.1], [-0.4, 0.0, 0.2], [0.0, -0.1, 0.1], [-1.8, 1.3, -2.0], [0.4, -0.2, -0.5], [0.2, 0.2, -0.1], [-0.1, 0.0, -0.1], [0.0, 0.0, 0.0], [-0.1, 0.0, 0.0], [0.1, 0.2, 0.1], [0.1, 0.1, 0.1], [0.0, -0.2, 0.0], [0.2, -0.1, -0.1], [-0.1, 0.2, -0.1], [0.0, -0.1, 0.0], [0.0, 0.1, 0.0], [-0.3, 0.0, 0.0], [-0.1, 0.2, 0.2], [0.0, -0.2, 0.0], [-0.1, 0.0, 0.0], [0.0, -0.1, 0.0], [-1.6, 0.4, 0.3], [-0.1, -0.1, -0.6], [2.7, 0.9, 1.4], [-0.5, -0.6, -0.3], [0.6, -0.6, 0.5], [0.2, -0.6, 0.6], [-0.5, -1.9, -0.6], [-0.5, 0.8, 0.9], [0.0, 1.0, -1.1], [-0.4, 0.6, -1.1]],
  "lumo_energy_ev": -1.0,
  "smiles": "CCOP(=O)(OCC)OCC.CCOP(=O)(OCC)OCC.C#CCP(S)Cl",
  "energy_ev": -83708.0559,
  "de_lowest_kcal_mol": 127.75,
  "orbital_gap_ev": 7.9
}

# 2
{
  "formula": "C15H34CuN6O9",
  "method": "ωB97M-V/def2-TZVPD",
  "species": ["Cu", "C", "O", "O", "O", "C", "C", "O", "N", "C", "H", "H", "H", "H", "H", "H", "H", "C", "C", "O", "N", "C", "H", "H", "H", "H", "H", "H", "H", "O", "C", "N", "C", "H", "H", "H", "H", "H", "O", "C", "N", "C", "H", "H", "H", "H", "H", "O", "C", "N", "C", "H", "H", "H", "H", "H", "O", "C", "N", "C", "H", "H", "H", "H", "H"],
  "coordinates": [[-1.10105, 2.54438, -1.39428], [0.17989, 1.21738, 0.49241], [-0.40293, 0.64856, -0.43498], [0.73296, 0.52812, 1.37802], [0.14747, 2.43668, 0.45628], [0.73263, 0.32419, -3.84342], [0.74933, 1.89423, -4.01103], [0.38758, 2.58170, -3.08618], [1.19355, 2.38171, -5.17077], [1.27442, 3.85224, -5.36116], [0.82196, 0.04200, -2.79439], [1.46337, -0.25111, -4.41190], [-0.19801, -0.16963, -4.12299], [1.68512, 1.79193, -5.82700], [1.62266, 4.26931, -4.41623], [0.33679, 4.31519, -5.66873], [1.98726, 4.11670, -6.14220], [-1.80932, -3.47079, 1.66269], [-2.87829, -2.39047, 2.03402], [-3.99741, -2.74819, 2.39387], [-2.62303, -1.08409, 1.81036], [-3.55816, 0.06535, 1.95413], [-0.97050, -3.15497, 1.04241], [-2.23867, -4.40596, 1.30323], [-1.38112, -3.62826, 2.65261], [-1.68198, -0.78094, 1.60387], [-4.10454, 0.04971, 2.89716], [-4.20297, -0.01245, 1.07876], [-2.92209, 0.94878, 1.89856], [1.21614, 4.11855, 4.99598], [1.35598, 3.45721, 4.00250], [0.29904, 3.35050, 3.21269], [2.75241, 2.90655, 3.76049], [0.48435, 2.99474, 2.28576], [-0.42327, 4.02766, 3.41223], [3.59453, 3.59526, 3.69270], [2.86828, 2.21635, 2.92485], [3.02432, 2.22193, 4.56389], [-2.27558, 1.02174, -2.74664], [-2.65442, -0.16083, -2.72821], [-2.28441, -0.99243, -1.79039], [-3.57895, -0.68213, -3.89276], [-1.52377, -0.67113, -1.20877], [-2.27580, -1.96690, -2.05581], [-3.27475, -1.69530, -4.15551], [-3.25102, -0.27616, -4.84969], [-4.61670, -0.42933, -3.67530], [2.00204, -3.39177, -1.48761], [1.89439, -2.34586, -0.87091], [0.75012, -1.94946, -0.42720], [3.16716, -1.55108, -0.76819], [-0.06725, -2.47833, -0.69608], [0.68081, -1.13235, 0.16239], [3.47540, -1.05718, -1.68969], [3.94808, -2.22547, -0.41682], [2.82470, -0.85850, 0.00067], [0.74120, -2.99459, 4.90577], [1.18554, -2.16907, 4.08072], [0.43599, -1.11864, 3.90699], [2.36296, -2.46813, 3.21101], [-0.39352, -1.10985, 4.48312], [0.50300, -0.60732, 3.03856], [2.53710, -1.47883, 2.78786], [2.02842, -3.09533, 2.38469], [3.24256, -2.91580, 3.67360]],
  "atomic_forces_ev_per_a": [[1.1, -1.8, 0.1], [1.6, -2.1, 2.7], [-2.3, -1.4, -3.3], [0.1, 0.0, 0.0], [-0.4, 4.4, -0.6], [0.0, 0.2, -0.1], [0.3, -3.5, -0.4], [-1.0, 1.6, 1.3], [0.2, 1.3, -0.7], [0.4, -0.4, 0.1], [0.3, 0.4, 0.1], [0.4, 0.5, -0.1], [-0.4, 0.7, -0.3], [-0.3, -0.1, 0.2], [-0.2, 0.2, -0.1], [-0.2, -0.3, 0.3], [0.1, -0.4, 0.1], [-0.1, 1.3, 1.3], [-1.5, -1.2, -1.3], [0.7, 0.2, 0.1], [1.1, 1.2, 0.3], [0.7, -1.4, -0.4], [-0.3, 0.2, -0.1], [-0.3, 0.4, 0.1], [0.3, -0.6, 0.1], [0.0, -0.4, 0.0], [0.0, -0.1, -0.2], [-0.4, 0.5, 0.3], [-0.3, 0.1, 0.0], [0.2, 1.1, 2.3], [1.6, 1.1, 1.1], [0.0, -1.2, -2.0], [0.2, -2.0, -0.8], [-0.7, 0.2, -0.1], [0.1, -0.3, -0.2], [-0.7, 0.6, 0.1], [-0.4, 0.2, -0.6], [-0.3, 0.3, 0.5], [-0.4, 0.4, 0.4], [-0.8, 1.8, -2.6], [0.5, -1.7, 0.4], [2.0, 0.2, 0.4], [0.0, 0.1, 0.3], [-0.3, 0.0, 0.4], [-1.0, -0.7, 0.9], [-0.2, 1.2, 0.3], [0.1, -0.6, -0.2], [-0.5, -1.3, -0.6], [3.5, -2.3, -3.1], [-2.4, 1.7, 1.5], [-1.3, 0.6, 1.7], [0.3, 0.0, 0.3], [-0.2, 0.0, 0.0], [-0.3, -0.1, 0.1], [-0.1, 0.2, 0.0], [1.3, 0.9, 0.2], [1.4, 0.1, -0.3], [-1.0, -4.7, 2.4], [-0.5, 2.6, -1.4], [-0.4, 1.4, -0.7], [0.0, 0.1, -0.3], [-0.2, 0.6, 0.3], [1.0, -0.1, -0.4], [-0.1, -0.2, 0.1], [-0.4, 0.2, 0.2]],
  "lumo_energy_ev": [-1.1, -3.5],
  "spin_multiplicity": 2,
  "energy_ev": -88114.8424,
  "orbital_gap_ev": [7.8, 5.4]
}

# 3
{
  "formula": "C15H34FN3O4",
  "method": "ωB97M-V/def2-TZVPD",
  "species": ["O", "C", "O", "C", "F", "C", "O", "N", "O", "H", "H", "H", "H", "C", "C", "N", "C", "C", "C", "C", "H", "H", "H", "H", "H", "H", "H", "H", "H", "H", "H", "H", "H", "H", "H", "C", "C", "N", "C", "C", "C", "C", "H", "H", "H", "H", "H", "H", "H", "H", "H", "H", "H", "H", "H", "H", "H"],
  "coordinates": [[-0.88438, 1.77210, 0.15501], [-0.94438, 2.40688, -0.91753], [-1.32596, 3.80504, -0.94788], [-2.65901, 3.91926, -1.53034], [-2.71878, 3.10386, -2.73347], [-3.75236, 3.45736, -0.42881], [-4.93854, 2.99119, -1.11619], [-4.98219, 1.62641, -1.18357], [-5.00051, 1.25009, -2.30934], [-0.69411, 1.88017, -1.91154], [-2.85800, 4.99372, -1.89539], [-3.33639, 2.73653, 0.35002], [-4.02230, 4.42350, 0.14351], [1.63520, -2.30306, -2.91054], [0.38914, -1.55999, -2.44391], [-0.85146, -2.07288, -3.01714], [-1.99615, -1.19389, -2.79005], [-2.45146, -0.97625, -1.34921], [-1.11022, -3.49607, -2.81995], [-1.16782, -4.01678, -1.38304], [1.70440, -2.31370, -4.00146], [2.52897, -1.80646, -2.52303], [1.65545, -3.33438, -2.54957], [0.50922, -0.51410, -2.74961], [0.36459, -1.56392, -1.34732], [-2.84841, -1.55273, -3.37981], [-1.75686, -0.21324, -3.22122], [-2.98220, -1.84423, -0.95651], [-3.14963, -0.13610, -1.30875], [-1.62113, -0.74049, -0.68080], [-0.33752, -4.05891, -3.35514], [-2.04025, -3.76784, -3.33084], [-0.36117, -3.62197, -0.76184], [-1.07404, -5.10618, -1.38628], [-2.11917, -3.77941, -0.90612], [2.09909, -0.94456, 0.90242], [2.76781, -0.66788, 2.24398], [3.14998, 0.72783, 2.43326], [4.02854, 0.93345, 3.58240], [3.46844, 0.63265, 4.97070], [2.08174, 1.71186, 2.28113], [0.85550, 1.57745, 3.18426], [2.72727, -0.61296, 0.07116], [1.93093, -2.01916, 0.78732], [1.12558, -0.45366, 0.82160], [3.67160, -1.28610, 2.28286], [2.11081, -1.02435, 3.04729], [4.40372, 1.96415, 3.56832], [4.92159, 0.31346, 3.43677], [2.77558, 1.40588, 5.30418], [4.28550, 0.60699, 5.69805], [2.96346, -0.33399, 5.01597], [1.74152, 1.68517, 1.24013], [2.49825, 2.71814, 2.39998], [0.50191, 0.54723, 3.26009], [0.03598, 2.17451, 2.77577], [1.05268, 1.95038, 4.18998]],
  "atomic_forces_ev_per_a": [[-0.2, 2.8, -4.0], [0.2, -1.9, 2.9], [-1.3, -2.0, -1.1], [0.0, -0.3, -0.4], [0.0, 1.1, 2.2], [0.4, 1.2, 0.2], [0.8, 2.0, 0.3], [0.7, -2.0, -1.5], [-0.6, 0.6, 1.6], [-0.4, 1.3, 1.3], [0.6, -1.7, 0.8], [-0.5, 0.6, -1.4], [0.3, -1.6, -1.0], [0.0, -0.1, 0.0], [0.0, -0.2, -0.1], [-0.2, 0.2, -0.2], [0.0, 0.1, -0.2], [-0.2, 0.0, 0.2], [0.3, -0.1, -0.1], [-0.1, -0.2, 0.1], [-0.1, 0.0, 0.1], [-0.1, 0.0, 0.0], [0.0, 0.1, 0.0], [-0.3, 0.0, 0.0], [0.1, 0.1, 0.1], [0.2, -0.1, 0.0], [0.1, -0.1, 0.0], [0.1, 0.0, 0.0], [0.1, -0.1, 0.0], [0.0, 0.0, 0.0], [0.0, 0.1, 0.1], [0.0, 0.3, 0.0], [0.0, 0.0, 0.0], [0.0, 0.0, 0.0], [0.1, 0.0, 0.1], [-0.1, 0.1, 0.0], [0.0, 0.1, -0.2], [0.3, 0.2, 0.1], [0.2, -0.1, -0.2], [0.0, 0.1, 0.3], [-0.1, -0.1, -0.3], [-0.2, 0.2, 0.1], [0.0, 0.0, 0.1], [0.0, 0.1, 0.0], [0.1, 0.0, 0.0], [0.0, 0.2, 0.2], [-0.1, -0.1, 0.0], [-0.2, -0.1, -0.1], [-0.1, -0.1, -0.1], [0.0, -0.1, 0.0], [0.0, 0.0, -0.1], [0.0, 0.0, 0.0], [0.0, -0.1, 0.1], [0.2, -0.2, 0.1], [0.0, 0.0, 0.0], [0.0, -0.1, 0.0], [0.0, -0.1, 0.0]],
  "lumo_energy_ev": -0.3,
  "smiles": "O=CO[C@@H](F)CON=O.CCN(CC)CC.CCN(CC)CC",
  "energy_ev": -31478.9743,
  "orbital_gap_ev": 7.7
}

# 4
{
  "formula": "C15H34NO10P2",
  "method": "ωB97M-V/def2-TZVPD",
  "species": ["C", "C", "O", "O", "C", "C", "C", "C", "C", "C", "N", "C", "H", "H", "H", "H", "H", "H", "H", "H", "H", "H", "H", "H", "H", "H", "H", "H", "C", "O", "P", "O", "O", "C", "O", "C", "H", "H", "H", "H", "H", "H", "H", "H", "H", "C", "O", "P", "O", "O", "C", "O", "C", "H", "H", "H", "H", "H", "H", "H", "H", "H"],
  "coordinates": [[5.13111, -0.39651, 0.79897], [3.95910, -0.27252, -0.38234], [3.87046, -1.34644, -1.20574], [3.15389, 0.95294, -0.49998], [1.81294, 0.80290, 0.08642], [0.86985, -0.33318, -0.62591], [-0.70040, 0.17623, -0.80603], [-1.71075, -0.36205, 0.36742], [-2.71041, 0.81152, 0.92502], [-4.26514, 0.30725, 0.76984], [-4.31069, -0.93509, 0.16416], [-2.87315, -1.39129, -0.15857], [5.67707, 0.66012, 0.80524], [4.70174, -0.69484, 1.84591], [5.93057, -1.17342, 0.38202], [1.79223, 0.60940, 1.24029], [1.26062, 1.84829, -0.07904], [1.31814, -0.51209, -1.71298], [0.91851, -1.37133, -0.04048], [-0.79555, 1.36477, -0.81806], [-1.01057, -0.16260, -1.90308], [-1.13776, -0.96782, 1.18835], [-2.54997, 0.75214, 2.09478], [-2.42374, 1.91838, 0.65129], [-5.20154, 0.92773, 1.14743], [-5.12190, -1.55625, -0.07161], [-2.84882, -1.19134, -1.33472], [-2.68349, -2.55833, -0.11472], [-0.71621, 5.89461, -5.77073], [-1.62875, 5.26485, -4.89232], [-0.88392, 4.11634, -3.83437], [-2.25905, 3.54059, -3.48441], [-0.50247, 5.31657, -2.77150], [-1.51799, 6.21272, -2.34933], [-0.13913, 2.96786, -2.77650], [0.85650, 2.19621, -3.41510], [-1.24999, 6.65301, -6.34867], [0.08431, 6.37957, -5.20463], [-0.29090, 5.15452, -6.45314], [-2.52324, 5.80671, -2.48706], [-1.42593, 7.14288, -2.91276], [-1.37302, 6.43517, -1.28841], [1.65558, 2.84718, -3.77940], [0.41820, 1.63999, -4.24854], [1.26986, 1.48798, -2.69337], [2.85708, -3.90994, 3.38525], [1.62178, -3.26480, 3.14287], [0.27015, -4.34470, 3.14313], [-0.59617, -3.26728, 2.48465], [0.15037, -4.22229, 4.78216], [0.11253, -2.93486, 5.37689], [-1.08141, -5.42457, 3.14334], [-0.80308, -6.65482, 2.50810], [3.64397, -3.15389, 3.44263], [2.82187, -4.45661, 4.33203], [3.07922, -4.60008, 2.56752], [-0.19411, -2.15477, 4.67564], [1.10293, -2.69665, 5.76867], [-0.59436, -2.95267, 6.21118], [0.00638, -7.16976, 3.03214], [-0.52187, -6.47980, 1.46580], [-1.70146, -7.27578, 2.53442]],
  "atomic_forces_ev_per_a": [[0.3, 1.1, -1.6], [0.4, -5.5, -2.7], [-0.2, 7.5, 4.9], [0.6, -3.3, 1.0], [-2.3, 0.4, 0.2], [0.2, -0.1, -0.6], [0.2, 0.2, -0.4], [-1.7, -0.7, -0.2], [0.0, -0.8, 2.4], [0.9, -2.1, -1.6], [2.1, 3.8, 2.7], [1.0, -0.7, -4.3], [-1.3, -2.2, 0.4], [0.7, 0.7, -2.2], [-2.1, 1.6, 1.1], [0.6, 0.4, -2.0], [1.6, -2.2, 0.2], [-1.0, 0.3, 2.4], [-0.1, 2.3, -1.3], [0.5, -2.5, 0.0], [0.3, 0.6, 2.5], [-1.0, 1.6, -1.2], [-0.6, 0.4, -2.0], [-1.1, -2.3, 0.1], [2.0, -1.6, -1.1], [0.8, 1.2, 0.6], [-0.1, -0.6, 2.2], [-0.7, 2.5, 0.7], [0.3, 0.6, -0.6], [2.6, -1.8, -1.1], [-8.0, 1.5, 6.7], [1.0, -0.3, -1.3], [1.2, -1.1, -0.3], [-0.3, 0.7, -0.2], [1.8, 1.2, -2.5], [0.7, -0.6, -0.1], [0.0, -0.2, 0.1], [0.1, 0.1, -0.1], [0.0, 0.3, -0.2], [0.2, -0.1, -0.1], [-0.1, 0.0, 0.1], [0.2, -0.2, -0.2], [0.2, -0.3, 0.0], [0.1, -0.1, -0.1], [0.0, 0.2, -0.1], [0.9, -0.1, 0.2], [0.4, -3.0, -1.2], [-6.3, 8.0, 2.8], [1.1, -0.8, -0.8], [-0.1, -1.5, -0.8], [0.5, 0.5, 0.4], [3.3, -1.2, -0.1], [-0.2, -1.0, -0.3], [-0.1, -0.1, 0.0], [0.1, 0.0, 0.0], [0.3, 0.1, 0.1], [0.0, -0.2, -0.1], [-0.1, 0.1, 0.0], [0.1, -0.3, -0.2], [-0.2, -0.3, -0.2], [0.0, -0.2, -0.1], [0.1, 0.1, 0.0]],
  "lumo_energy_ev": -5.1,
  "total_charge": 1,
  "energy_ev": -56631.3327,
  "orbital_gap_ev": 6.5
}